1 | C37H33Cl3CrF6NO2S2Si | the ωB97M-V functional and the def2-TZVPD basis

Output
E_HOMO (alpha / beta) = -0.979 / -1.133 eV
E_LUMO (alpha / beta) = 0.1427 / 0.1426 hartree
expectation value of S² = 0.7810
Kohn-Sham gap (alpha / beta) = 4.861 / 5.015 eV
multiplicity = 2
net charge = -2

The geometry in XYZ format:
```
86
C37H33Cl3CrF6NO2S2Si (the ωB97M-V functional and the def2-TZVPD basis)
Cr -0.36484 -0.76371 -1.18281
F 0.48168 -7.49112 -4.08494
C 0.71388 -6.27641 -3.55059
C -0.31683 -5.54605 -2.98697
F -1.55315 -6.05740 -2.96682
C -0.06790 -4.29773 -2.44164
F -1.10626 -3.66848 -1.89200
C 1.20000 -3.71529 -2.43494
S 1.57179 -2.15565 -1.74654
C 2.21431 -4.48904 -3.00680
F 3.47686 -4.03281 -3.05352
C 1.99128 -5.73767 -3.55461
F 3.00603 -6.43406 -4.09630
C -5.16940 2.59880 2.91569
C -4.95190 1.47387 1.94135
C -5.10623 0.15008 2.32697
C -4.86233 -0.88685 1.43764
C -4.46487 -0.59651 0.14314
C -4.27942 0.71959 -0.26004
C -4.54131 1.74154 0.63747
S -4.09156 -1.98683 -0.91724
C -5.10793 -1.50515 -2.30911
O -4.77682 -3.17054 -0.30396
H -5.75912 2.27284 3.77277
H -5.68693 3.43581 2.44467
H -4.21721 2.97758 3.29280
H -5.41319 -0.07903 3.34144
H -4.98431 -1.92207 1.72465
H -3.89186 0.95032 -1.24501
H -4.39769 2.76877 0.32395
H -6.13698 -1.39329 -1.96875
H -5.01819 -2.31437 -3.03243
H -4.71537 -0.59988 -2.76323
F 2.91432 -3.38536 4.21610
C 1.94200 -2.98086 3.33670
C 1.53370 -3.84436 2.34145
C 0.55700 -3.42100 1.45456
C -0.02956 -2.15126 1.53598
C -1.03236 -1.70462 0.55203
C 0.41302 -1.32648 2.57585
C 1.39594 -1.72185 3.47222
H 1.98395 -4.82497 2.25689
H 0.24243 -4.08851 0.66083
H -1.67665 -0.93445 0.98846
H -1.64833 -2.54077 0.21963
H -0.01979 -0.33923 2.67608
H 1.73553 -1.06675 4.26322
N -0.88685 0.89345 -1.35542
C -0.46742 2.15152 -1.37788
C 0.77690 2.53897 -1.95251
C 1.21853 3.84686 -1.90719
C 0.45914 4.85699 -1.32393
C -0.79001 4.50865 -0.80234
C -1.24255 3.20969 -0.82227
H 1.35435 1.78395 -2.47265
H 2.17945 4.08827 -2.35202
H 0.81044 5.87995 -1.30409
H -1.41593 5.27680 -0.35507
H -2.19349 2.95662 -0.38277
C 5.52989 4.11890 2.96259
C 4.64224 3.21730 2.14600
C 5.17441 2.38321 1.17096
C 4.36122 1.54078 0.42115
C 5.00894 0.66383 -0.62160
C 2.97990 1.53037 0.66902
C 2.17172 0.57407 -0.13648
O 1.05994 0.16735 0.16936
C 2.41435 2.37598 1.63390
C 0.93965 2.52295 1.88398
C 3.27073 3.20297 2.35582
H 6.55824 4.09784 2.60070
H 5.53825 3.81232 4.01157
H 5.18058 5.15296 2.92743
H 6.24313 2.38374 0.98298
H 6.08163 0.85496 -0.63510
H 4.62149 0.85909 -1.62188
H 4.85721 -0.39785 -0.42441
H 2.65895 0.17433 -1.03564
H 0.34616 1.69447 1.51803
H 0.58725 3.42179 1.37052
H 0.76234 2.65047 2.95419
H 2.83594 3.86501 3.09908
Cl -1.84103 -2.43413 -4.74646
Si -1.25392 -0.75034 -3.50940
Cl -2.84018 0.61815 -4.07068
Cl 0.32296 0.06896 -4.72177
```



2 | C37H33Cl3CrF6NO2S2Si | the ωB97M-V functional and the def2-TZVPD basis

Output
E_HOMO (alpha / beta) = -0.065 / 0.007 eV
E_LUMO (alpha / beta) = 0.1394 / 0.1394 hartree
expectation value of S² = 0.7730
Kohn-Sham gap (alpha / beta) = 3.858 / 3.787 eV
multiplicity = 2
net charge = -2

The geometry in XYZ format:
```
86
C37H33Cl3CrF6NO2S2Si (the ωB97M-V functional and the def2-TZVPD basis)
Cr -0.86498 0.02855 -0.04931
F -4.73028 1.51519 5.55510
C -4.49331 0.84445 4.42923
C -3.36324 1.09461 3.67606
F -2.50450 2.04092 4.07149
C -3.12960 0.38095 2.52438
F -2.07003 0.71358 1.80138
C -3.97283 -0.64470 2.07779
S -3.70538 -1.47207 0.54436
C -5.11296 -0.85121 2.85096
F -5.99403 -1.79186 2.48981
C -5.37651 -0.13624 3.99794
F -6.47266 -0.38273 4.72244
C 5.55808 4.11524 1.33547
C 4.61739 2.97867 1.63323
C 3.54915 3.13520 2.50881
C 2.68886 2.08660 2.78617
C 2.90753 0.84655 2.19851
C 3.94416 0.68473 1.29133
C 4.79531 1.73937 1.01806
S 1.80224 -0.55891 2.41145
C 1.81688 -0.55046 4.24978
O 2.62848 -1.73272 2.03698
H 5.39817 4.94212 2.02740
H 5.41047 4.48932 0.32015
H 6.59580 3.78723 1.41873
H 3.38136 4.10024 2.97401
H 1.85150 2.23885 3.45466
H 4.06733 -0.28374 0.82310
H 5.60808 1.60950 0.31223
H 2.83755 -0.75070 4.57075
H 1.14566 -1.34515 4.56971
H 1.46738 0.41171 4.61993
F -2.15297 6.80642 -1.07274
C -1.58847 5.60563 -0.72279
C -0.57148 5.08456 -1.49309
C 0.00455 3.88127 -1.11959
C -0.41354 3.17013 0.01528
C 0.20312 1.89348 0.40567
C -1.44879 3.75276 0.76703
C -2.04033 4.95287 0.40443
H -0.24043 5.61251 -2.37907
H 0.80069 3.47081 -1.73035
H 0.26397 1.84087 1.50096
H 1.21761 1.82512 -0.00032
H -1.79776 3.24744 1.65977
H -2.84522 5.38618 0.98581
N -2.04500 -1.73205 0.55262
C -1.64547 -3.00038 0.93329
C -2.51353 -4.09129 1.17043
C -2.02643 -5.33722 1.53031
C -0.66482 -5.57457 1.65599
C 0.20420 -4.51020 1.43914
C -0.27218 -3.25855 1.10669
H -3.57969 -3.95246 1.06019
H -2.72932 -6.14305 1.72029
H -0.29015 -6.55824 1.91528
H 1.27543 -4.64842 1.53913
H 0.42136 -2.45230 0.97055
C -0.43823 -2.12224 -6.86765
C 0.20504 -1.98913 -5.51147
C 0.46628 -0.73455 -4.96867
C 0.92307 -0.58763 -3.67057
C 1.33397 0.77416 -3.18028
C 1.08805 -1.72686 -2.84602
C 1.30345 -1.54928 -1.41169
O 0.50505 -0.79899 -0.70247
C 0.93441 -2.99947 -3.42262
C 1.13802 -4.27326 -2.63836
C 0.50221 -3.10382 -4.74201
H -0.02381 -1.40229 -7.57663
H -1.50999 -1.92485 -6.77664
H -0.31039 -3.12828 -7.27142
H 0.28412 0.15720 -5.56151
H 1.02006 1.54510 -3.88182
H 2.42455 0.80984 -3.07561
H 0.89745 1.00757 -2.20992
H 1.99988 -2.18262 -0.86423
H 1.36645 -4.07686 -1.59412
H 1.94559 -4.87090 -3.07141
H 0.22702 -4.87578 -2.66401
H 0.34376 -4.09562 -5.16081
Cl -2.17378 2.14454 -3.10625
Si -2.59231 0.77046 -1.52065
Cl -3.14033 -0.89119 -2.73822
Cl -4.52596 1.57033 -1.03192
```



Short version: 1 is the most stable of them.



1 | C3H11N2O2 | the ωB97M-V functional and the def2-TZVPD basis

Output
E_HOMO = -13.702 eV
E_LUMO = -0.1236 hartree
Kohn-Sham gap = 10.338 eV
net charge = +1

The geometry in XYZ format:
```
18
C3H11N2O2 (the ωB97M-V functional and the def2-TZVPD basis)
N 0.27195 -1.19358 -1.69891
C -0.30271 -0.24766 -0.76524
C -0.64688 -1.04344 0.49023
N -0.96571 -0.56406 1.69630
C -0.88973 0.85744 2.00730
O -0.58027 -2.25608 0.25640
H -0.50212 -1.48419 -2.36476
H 0.74051 -2.02389 -1.23716
H 0.92645 -0.69096 -2.36684
H 0.59476 0.34656 -0.37971
H -1.06281 0.34348 -1.12756
H -1.12929 -1.23779 2.42260
H -1.73698 0.82751 2.78773
H -0.86791 1.53906 1.08262
H 0.14356 1.18502 2.47447
H 2.77931 1.91040 -1.18049
H 1.24983 2.20555 -0.94380
O 1.97804 1.52663 -1.15319
```



2 | C3H11N2O2 | the ωB97M-V functional and the def2-TZVPD basis

Output
E_HOMO = -14.478 eV
E_LUMO = -0.3473 hartree
Kohn-Sham gap = 5.026 eV
net charge = +1

The geometry in XYZ format:
```
18
C3H11N2O2 (the ωB97M-V functional and the def2-TZVPD basis)
O -1.04906 -1.01352 -0.27706
C -0.10722 -1.06848 0.73844
N -0.72087 -1.54618 1.93252
C 0.34013 0.47911 1.01552
N 1.10798 0.94383 -0.12172
C 0.99852 2.43323 -0.32107
H -0.40201 -2.46913 2.37429
H -1.68906 -1.43538 2.17869
H 0.95497 0.45022 1.90871
H -0.64701 0.94496 1.24961
H -0.72491 -0.75141 -1.74583
H 0.70377 0.51353 -0.93359
H 1.16500 2.55849 -1.37786
H 0.01174 2.79927 -0.07630
H 1.75935 2.81491 0.31795
H 0.73635 -1.77700 0.64415
H -0.36113 -0.69991 -3.39129
O -0.40161 -0.21089 -2.52561
```



3 | C3H11N2O2 | the ωB97M-V functional and the def2-TZVPD basis

Output
E_HOMO = -14.135 eV
E_LUMO = -0.1229 hartree
Kohn-Sham gap = 10.791 eV
net charge = +1

The geometry in XYZ format:
```
18
C3H11N2O2 (the ωB97M-V functional and the def2-TZVPD basis)
O -1.46072 -1.04534 0.03705
C -1.10948 0.10303 -0.06458
N -1.85627 1.21793 -0.08292
C 0.41801 0.43845 0.38573
N 1.13838 -0.86026 0.42499
C 0.65971 -2.00420 1.26574
H -2.84293 1.10435 -0.25188
H -1.34904 2.04347 -0.24598
H 0.89544 1.18636 -0.22345
H 0.27742 0.89233 1.36744
H 2.12057 -0.76446 0.69075
H 1.20417 -1.25167 -0.52059
H 0.90398 -1.80043 2.28750
H 1.05757 -2.97845 0.97962
H -0.35909 -2.25026 1.19711
H -0.03708 1.32671 -2.63992
H 0.32778 2.61919 -2.65251
O 0.01159 2.02327 -1.95410
```



Short version: 3 is the most stable of them.